This record from the OMol25 dataset describes a molecular structure, C34H42Br6N4O10Sr in a non-equilibrium geometry. The level of theory is wB97M-V/def2-TZVPD.

As for the molar mass: 1233.77 g/mol. As for the HOMO-LUMO gap: 2.20 eV.

Geometry as ORCA input:
```
! RIJCOSX wB97M-V def2-TZVPD def2/J DEFGRID3
* xyz 0 1
Sr 2.6928 -3.9619 4.7287
C -1.3541 0.4060 -0.5365
C -0.9276 0.2990 0.9303
O 0.2407 -0.4792 1.0960
H -1.8071 -0.5408 -0.8304
H -0.5274 0.5763 -1.2261
H -2.0230 1.2419 -0.7413
H -1.7404 -0.1400 1.5087
H -0.8785 1.3099 1.3349
C -3.4171 -1.6872 8.1570
C -2.0578 -1.6468 8.7917
O -1.2231 -2.6697 8.3413
H -4.0035 -0.9334 8.6825
H -4.0202 -2.5941 8.2006
H -3.3418 -1.4781 7.0899
H -2.1439 -1.7074 9.8766
H -1.6184 -0.6506 8.7417
Br -7.7873 -0.7449 -2.5523
C -8.6233 -0.1266 -4.2104
C -8.3927 1.3882 -4.3536
Br -9.6091 2.2318 -5.7018
H -9.6823 -0.3824 -4.2444
H -8.1654 -0.6617 -5.0423
H -7.3737 1.6395 -4.6476
H -8.7250 1.9382 -3.4732
Br -7.7192 3.9872 3.3198
C -6.2977 4.2044 4.6240
C -5.8080 5.6658 4.6034
Br -4.6422 6.0767 3.0014
H -5.4553 3.5360 4.4460
H -6.7820 4.0772 5.5922
H -5.0994 5.8052 5.4198
H -6.5096 6.4831 4.7704
Br 3.1145 6.4878 6.3260
C 1.5946 5.2481 6.6836
C 0.7857 5.7454 7.8931
Br 0.0941 7.4923 7.6363
H 1.9683 4.2298 6.7908
H 0.9673 5.1929 5.7940
H 1.3711 5.6761 8.8099
H -0.1285 5.2145 8.1585
C 2.2526 7.0131 -5.5020
C 2.9569 7.6963 -6.5624
C 3.7497 6.8725 -7.3891
C 3.8885 5.5024 -7.1020
C 3.3868 4.9744 -5.9392
C 2.4945 5.7072 -5.2059
N 4.7404 4.6194 -7.9748
O 5.5264 5.1791 -8.6987
O 4.6633 3.4196 -7.9155
H 1.6279 7.5798 -4.8274
H 2.9101 8.7542 -6.7747
H 4.1916 7.2893 -8.2821
H 3.4579 3.9109 -5.7650
H 1.8901 5.3453 -4.3873
C 8.8446 3.7592 0.3397
C 9.9188 2.8542 0.2428
C 9.7208 1.5007 0.3880
C 8.4416 0.9740 0.7220
C 7.4346 1.8744 0.8843
C 7.6295 3.2431 0.7591
N 8.2838 -0.4435 0.9597
O 7.2841 -0.8597 1.5202
O 9.1644 -1.2111 0.6502
H 8.9775 4.7925 0.0552
H 10.9137 3.1562 -0.0493
H 10.6187 0.9276 0.2099
H 6.5066 1.4980 1.2887
H 6.7334 3.8401 0.8431
C -6.6055 -9.1658 0.3624
C -5.6999 -8.1292 0.1472
C -4.7989 -7.7660 1.1725
C -4.6965 -8.4947 2.3312
C -5.6420 -9.4963 2.5520
C -6.6019 -9.8072 1.5947
N -3.6968 -8.2173 3.4469
O -2.8327 -7.3763 3.1660
O -3.7265 -8.9348 4.4881
H -7.3169 -9.4813 -0.3864
H -5.6515 -7.5768 -0.7795
H -4.2168 -6.8969 0.9039
H -5.6207 -10.1326 3.4244
H -7.3084 -10.6170 1.7027
C 4.4320 -3.3407 -5.0712
C 4.3868 -4.2253 -6.1731
C 3.2645 -5.0637 -6.4295
C 2.2382 -5.0461 -5.4198
C 2.3784 -4.2655 -4.2519
C 3.4819 -3.4574 -4.0621
N 1.0914 -5.9343 -5.6012
O 1.1633 -6.8344 -6.3934
O 0.0496 -5.7132 -5.0157
H 5.2095 -2.5919 -5.0383
H 5.1711 -4.1914 -6.9148
H 3.3062 -5.6234 -7.3522
H 1.6379 -4.3442 -3.4697
H 3.4514 -2.7940 -3.2104
*
```

Löwdin population analysis, charges in e, atoms 1 to 6: number 1, Sr, carries 0.967; number 2, C, carries -0.124; number 3, C, carries -0.458; number 4, O, carries -0.268; number 5, H, carries 0.059; number 6, H, carries 0.058